1.
Molecular formula: C5H9NO2Se
Method: DFT, wB97M-V/def2-TZVPD

Values from the calculation:
Electronic energy, eV: -76259.346
Gap between HOMO and LUMO, Eh: 0.3298

```
! wB97M-V def2-TZVPD RIJCOSX def2/J DEFGRID3
* xyz 0 1
C 2.1604 0.1689 -0.6189
C 1.4962 -0.9996 -0.7751
C -1.8471 1.3383 -0.3504
C 0.1035 -1.1289 -1.1718
C -1.5777 0.4109 0.8030
N -0.7260 0.9424 1.7310
O -2.9370 1.2033 -1.0035
O -1.1300 2.2886 -0.6557
Se -1.3488 -1.4768 0.2668
H 3.0872 0.1024 -0.1748
H 1.5899 1.0666 -0.6641
H 1.9890 -1.9299 -0.5381
H -0.3016 -0.2601 -1.6760
H -0.2386 -2.1445 -1.6451
H -2.8692 0.2047 1.5060
H -0.6208 0.4745 2.6520
H -3.4510 0.3323 -0.7967
H 0.1486 1.3060 1.5428
*
```



2.
Molecular formula: C37H33AgBrN2OP2Se
Method: DFT, wB97M-V/def2-TZVPD

Values from the calculation:
Electronic energy, eV: -201897.107
Gap between HOMO and LUMO, Eh: 0.1522

```
! wB97M-V def2-TZVPD RIJCOSX def2/J DEFGRID3
* xyz -1 1
Ag -1.7421 -0.2505 -1.0195
C 0.9233 1.8245 0.2870
N 0.9632 1.3540 1.6461
C -0.1751 0.8503 2.3591
P -1.5713 -0.1339 1.4582
C -3.0234 0.4393 2.3551
C -3.3270 0.0432 3.6839
C -4.3559 0.6664 4.3790
C -5.0656 1.7109 3.7976
C -4.7745 2.1245 2.4816
C -3.7831 1.4791 1.7720
C -1.4206 -1.8388 2.0087
C -2.5665 -2.6300 2.1896
C -2.4342 -3.9041 2.7180
C -1.1672 -4.3960 3.0475
C -0.0235 -3.6645 2.8034
C -0.1513 -2.3971 2.2248
C 2.1632 1.4873 2.3788
C 2.8581 2.6863 2.3429
C 3.9463 2.9161 3.1775
C 4.4266 1.9223 4.0264
C 3.7543 0.6956 4.0526
C 2.6801 0.4545 3.2114
P 0.9694 0.3711 -1.0155
C 1.0352 1.2201 -2.5487
C 1.6907 0.5898 -3.6185
C 1.6868 1.1608 -4.8921
C 0.8894 2.2746 -5.1420
C 0.1334 2.8059 -4.1430
C 0.2626 2.4097 -2.7632
C 2.6200 -0.2341 -0.7777
C 3.7104 0.5164 -1.2096
C 5.0097 0.0602 -1.0520
C 5.2106 -1.1541 -0.4006
C 4.1350 -1.9168 0.0390
C 2.8488 -1.4639 -0.1578
H 1.8066 2.4578 0.1157
H -0.0582 2.3126 0.0499
H -0.7426 1.6678 2.8503
H 0.1995 0.2112 3.1827
H -2.7405 -0.7474 4.1637
H -4.5910 0.3599 5.4023
H -5.8427 2.2264 4.3583
H -5.3325 2.9399 2.0435
H -3.5419 1.7337 0.7095
H -3.5537 -2.2350 1.9454
H -3.3123 -4.5075 2.9630
H -1.0544 -5.3796 3.4925
H 0.9642 -4.0405 3.0917
H 0.7545 -1.8136 1.9891
H 2.5119 3.5321 1.6809
H 4.4007 3.9199 3.2037
H 5.2691 2.0565 4.6912
H 4.0829 -0.1002 4.7182
H 2.2035 -0.5490 3.2117
H 2.2670 -0.3192 -3.4829
H 2.2675 0.6866 -5.6818
H 0.9142 2.7170 -6.1280
H -0.5961 3.5678 -4.3606
H 0.3522 3.2124 -2.0406
H 3.5797 1.4807 -1.6697
H 5.8668 0.6361 -1.4176
H 6.2170 -1.5092 -0.2517
H 4.2989 -2.8706 0.5032
H 1.9918 -2.0512 0.1964
O -3.2250 -2.5955 -6.8526
C -2.9129 -2.0466 -5.6531
C -2.3369 -0.7591 -5.4953
C -2.1780 -0.2431 -4.2236
N -2.4128 -0.9765 -3.1224
C -2.8921 -2.2089 -3.2561
Br -3.1611 -3.2726 -1.7419
C -3.1957 -2.7810 -4.4991
H -3.1826 -1.9746 -7.5701
H -2.0046 -0.1778 -6.3643
H -1.8438 0.7944 -4.0732
H -3.6062 -3.7946 -4.5490
Se -1.9657 2.3613 -1.8292
*
```



3.
Molecular formula: C3H7ClO
Method: DFT, wB97M-V/def2-TZVPD

Values from the calculation:
Electronic energy, eV: -17793.597
SMILES: COCCCl
Gap between HOMO and LUMO, Eh: 0.4032

```
! wB97M-V def2-TZVPD RIJCOSX def2/J DEFGRID3
* xyz 0 1
C 1.8582 -0.8415 0.3544
C 0.5027 1.1610 -0.2395
C -0.6155 0.7860 0.6130
H 2.2832 -0.2628 1.1725
H 1.0119 -1.4970 0.7149
H 2.5920 -1.5000 -0.1328
H 0.1313 1.6803 -1.1424
H 1.0719 1.8692 0.2888
H -0.2581 0.3463 1.5504
H -1.2531 1.6084 0.8578
O 1.3171 0.0339 -0.6384
Cl -1.5640 -0.5382 -0.1512
*
```



4.
Molecular formula: C36H63ClMoN4O5S3Si
Method: DFT, wB97M-V/def2-TZVPD

Values from the calculation:
Electronic energy, eV: -109318.929
Gap between HOMO and LUMO (spin up / spin down), Eh: 0.2475 / 0.2427
Expectation value of S²: 2.050

```
! wB97M-V def2-TZVPD RIJCOSX def2/J DEFGRID3
* xyz 0 3
Mo -0.3382 -0.4204 -0.7005
C -5.1755 -0.5003 -3.8193
S -3.5953 0.2743 -4.2585
C -2.6838 0.0646 -2.7836
S -1.3523 1.1099 -2.5593
N -3.0843 -0.8171 -1.9146
N -2.3275 -0.8679 -0.7903
C -2.8987 -1.3448 0.2908
C -2.2105 -1.0363 1.4893
C -2.6790 -1.3491 2.7683
C -1.9913 -0.8897 3.8640
C -0.8480 -0.1196 3.6529
C -0.4405 0.1427 2.3651
N -1.0756 -0.3102 1.2753
H -5.7715 -0.5234 -4.7289
H -5.6738 0.1024 -3.0638
H -4.9970 -1.5046 -3.4492
H -3.8756 -1.8046 0.2359
H -3.5815 -1.9367 2.8690
H -2.3238 -1.1138 4.8687
H -0.2817 0.2702 4.4877
H 0.4369 0.7365 2.1786
C -0.8610 3.6369 2.6254
N -1.5798 2.7592 1.7227
C -3.0091 2.8358 1.9489
C -1.2642 3.0323 0.3245
C 0.1653 2.7109 -0.0580
C 1.0279 3.7919 -0.2113
C 2.3476 3.6214 -0.5951
C 2.8247 2.3451 -0.8286
C 1.9833 1.2533 -0.6806
C 0.6349 1.3947 -0.3047
H -1.1976 4.6853 2.5570
H 0.2048 3.6045 2.3950
H -1.0060 3.2966 3.6538
H -3.4155 3.8391 1.7379
H -3.2281 2.5909 2.9905
H -3.5156 2.1146 1.3045
H -1.4553 4.0982 0.1080
H -1.9392 2.4436 -0.2974
H 0.6459 4.7923 -0.0391
H 2.9937 4.4810 -0.7224
H 3.8460 2.1978 -1.1594
H 2.3793 0.2632 -0.8809
Cl 0.3977 -2.8892 1.7865
C 0.5869 -2.2788 0.1023
H 0.2269 -3.1016 -0.5198
H 1.6706 -2.2282 -0.0179
C 2.7205 -4.0686 -2.3637
C 3.4036 -2.8691 -3.0147
C 4.4845 -3.3275 -3.9893
C 4.0021 -1.9674 -1.9381
O 2.4726 -2.1126 -3.7868
Si 0.8932 -1.7410 -3.6528
O 0.5399 -1.1412 -2.1847
O 0.6073 -0.7223 -4.8858
C 1.3590 0.3576 -5.4552
C 2.3183 -0.2344 -6.4882
C 0.3521 1.2785 -6.1371
C 2.1416 1.1011 -4.3737
O -0.1391 -2.9985 -3.7776
C -0.5856 -3.7423 -4.9199
C -1.4994 -2.8794 -5.7907
C -1.3695 -4.9258 -4.3629
C 0.6125 -4.2282 -5.7345
H 3.4333 -4.6397 -1.7689
H 2.2883 -4.7205 -3.1232
H 1.9140 -3.7223 -1.7148
H 5.2382 -3.9244 -3.4740
H 4.9710 -2.4598 -4.4375
H 4.0398 -3.9262 -4.7855
H 4.7528 -2.5060 -1.3589
H 3.2208 -1.6345 -1.2535
H 4.4698 -1.0919 -2.3927
H 1.7549 -0.7196 -7.2875
H 2.9549 -0.9767 -6.0055
H 2.9422 0.5477 -6.9242
H -0.1695 0.7353 -6.9270
H 0.8571 2.1437 -6.5697
H -0.3832 1.6194 -5.4118
H 2.9121 0.4463 -3.9628
H 1.4677 1.3939 -3.5672
H 2.6137 1.9971 -4.7782
H -2.2503 -2.3906 -5.1681
H -2.0029 -3.4927 -6.5397
H -0.9230 -2.1028 -6.2883
H -2.1676 -4.5654 -3.7126
H -0.7137 -5.5729 -3.7781
H -1.8062 -5.5030 -5.1786
H 1.2109 -3.3737 -6.0568
H 0.2785 -4.7838 -6.6113
H 1.2433 -4.8768 -5.1248
C 2.9265 2.6276 4.2387
C 3.5901 2.6204 2.8623
C 4.2806 1.3014 2.5316
S 3.0088 -0.0007 2.2339
O 3.5754 -0.9301 1.2254
C 3.0857 -0.8822 3.8618
C 3.9762 -2.1110 3.7961
C 5.4641 -1.7854 3.6925
H 2.4750 3.6002 4.4373
H 3.6582 2.4276 5.0242
H 2.1351 1.8760 4.2967
H 4.3255 3.4273 2.8113
H 2.8394 2.8237 2.0944
H 4.9692 0.9890 3.3166
H 4.8149 1.3657 1.5836
H 2.0516 -1.1738 4.0551
H 3.4111 -0.1725 4.6238
H 3.6754 -2.6992 2.9274
H 3.7896 -2.7174 4.6856
H 5.6733 -1.2689 2.7563
H 6.0542 -2.7018 3.7087
H 5.7862 -1.1596 4.5290
*
```



5.
Molecular formula: C10H17N3
Method: DFT, wB97M-V/def2-TZVPD

Values from the calculation:
Electronic energy, eV: -15107.992
Gap between HOMO and LUMO (spin up / spin down), Eh: 0.1386 / 0.2214
Expectation value of S²: 2.016

```
! wB97M-V def2-TZVPD RIJCOSX def2/J DEFGRID3
* xyz 0 3
C -3.3534 -0.9992 0.2628
C -2.6810 -2.1135 -0.2618
C -2.3316 -0.0489 0.3862
C -2.3435 1.4212 0.7402
C -1.0530 2.3602 0.3076
C -0.2675 1.5442 -0.7014
C 2.2870 0.4599 0.5787
C 1.0977 -1.4684 1.4101
C 1.6254 -1.4371 -1.0501
C 1.2380 -0.5879 0.1496
N -1.4293 -1.8519 -0.5097
N -1.1988 -0.5809 -0.0670
N -0.0253 0.1096 -0.1451
H -4.3632 -0.8779 0.7165
H -3.1124 -3.1649 -0.6041
H -3.2360 1.8981 0.3080
H -2.4237 1.3458 1.8206
H -1.4910 3.2848 -0.0889
H -0.3969 2.5291 1.2027
H -0.8649 1.2127 -1.5031
H 0.7735 1.9088 -1.0092
H 2.8904 0.9953 -0.2498
H 1.9775 1.2803 1.2664
H 3.1333 -0.1082 0.9859
H 0.3502 -2.2714 1.2028
H 0.7112 -0.8233 2.2582
H 2.1445 -1.8778 1.5656
H 0.9920 -2.2677 -1.5450
H 1.7550 -0.6454 -1.8878
H 2.6178 -2.0031 -0.8255
*
```



6.
Molecular formula: C7H6NO2
Method: DFT, wB97M-V/def2-TZVPD

Values from the calculation:
Electronic energy, eV: -12940.989
Gap between HOMO and LUMO, Eh: 0.3069

```
! wB97M-V def2-TZVPD RIJCOSX def2/J DEFGRID3
* xyz -1 1
C 3.2090 -1.1228 -0.1748
C -2.4349 0.0828 -0.3582
C -1.4106 1.1465 -0.3871
C 1.0698 1.5661 0.1394
C -1.8798 -1.0202 0.2009
C -0.3635 -0.6846 0.5285
C -0.2321 0.7130 0.1229
N 3.3761 -2.0879 -0.7182
O 1.1950 2.4424 -0.7235
O 1.9367 1.1569 0.9361
H -3.4225 0.3104 -0.7325
H -1.6800 2.0937 -0.9393
H 2.8471 -0.2427 0.1502
H -2.2775 -1.9303 0.7056
H -0.2302 -1.2105 1.4884
H 0.2975 -1.2128 -0.2384
*
```



7.
Molecular formula: C5H12N2O
Method: DFT, wB97M-V/def2-TZVPD

Values from the calculation:
Electronic energy, eV: -10405.550
SMILES: C/C=C/O.N/C=C/N
Gap between HOMO and LUMO, Eh: 0.3493

```
! wB97M-V def2-TZVPD RIJCOSX def2/J DEFGRID3
* xyz 0 1
C -2.2425 1.5443 1.1657
C -1.8740 0.8399 -0.1090
C -1.7990 1.4544 -1.2790
O -1.4758 0.7800 -2.4237
H -1.4220 1.4828 1.8813
H -2.4497 2.5949 0.9642
H -3.1336 1.1094 1.6172
H -1.6875 -0.2278 -0.0787
H -1.9769 2.5169 -1.3954
H -1.4576 1.3966 -3.1662
C 1.4186 -1.0665 0.5755
C 2.4590 -1.6511 0.0069
N 2.3543 -2.4642 -1.1651
N 1.5530 -0.2532 1.7426
H 0.4323 -1.1780 0.1326
H 3.4556 -1.5397 0.4332
H 2.6659 -3.3998 -0.9595
H 2.9440 -2.1121 -1.9032
H 0.8881 -0.5363 2.4470
H 1.3476 0.7096 1.5138
*
```



8.
Molecular formula: C26H27HfN12O2S3
Method: DFT, wB97M-V/def2-TZVPD

Values from the calculation:
Electronic energy, eV: -83191.385
Gap between HOMO and LUMO, Eh: 0.2621

```
! wB97M-V def2-TZVPD RIJCOSX def2/J DEFGRID3
* xyz 1 1
Hf 0.1433 0.1317 0.1655
O 2.3147 -1.8812 -2.7233
C 1.4103 -1.7396 -1.9248
N 1.5342 -1.4037 -0.5992
C 2.5967 -1.9643 0.0882
O 3.2212 -2.9429 -0.2467
C 2.9437 -1.2022 1.3253
C 3.9259 -1.6618 2.1783
C 4.3097 -0.8505 3.2351
C 3.7327 0.4015 3.3503
C 2.7498 0.7770 2.4476
N 2.3221 -0.0253 1.4686
C -0.0197 -1.8730 -2.3395
C -0.3627 -2.4760 -3.5322
C -1.7063 -2.6944 -3.7884
C -2.6355 -2.2856 -2.8467
C -2.2011 -1.6388 -1.7018
N -0.9083 -1.4288 -1.4416
H 4.3647 -2.6326 1.9933
H 5.0579 -1.1813 3.9438
H 4.0207 1.0855 4.1371
H 2.2735 1.7452 2.5053
H 0.4222 -2.7824 -4.2094
H -2.0224 -3.1861 -4.6987
H -3.6928 -2.4593 -2.9902
H -2.9019 -1.2746 -0.9686
S -0.4447 -1.4171 2.0994
C -0.0611 -0.4244 3.5082
C 0.1939 -1.0898 4.7055
C 0.5029 -0.3958 5.8670
C 0.7869 -1.1265 7.0700
N 1.0228 -1.7339 8.0166
C 0.5497 1.0027 5.8409
C 0.3051 1.6714 4.6500
C 0.0137 0.9817 3.4744
S -0.1520 1.9285 1.9964
C 0.8706 1.7606 7.0174
N 1.1385 2.3671 7.9561
H 0.1614 -2.1711 4.7317
H 0.3601 2.7522 4.6310
C -4.0215 0.8978 2.4600
N -3.9147 1.6968 1.2405
C -4.8741 2.7709 1.0142
C -2.9388 1.4042 0.3648
N -2.1915 0.3546 0.4191
N -2.7405 2.3372 -0.6463
C -1.7632 2.2660 -1.6092
N -1.9407 3.1078 -2.6508
N -0.7530 1.4639 -1.5114
H -4.5964 1.4597 3.1901
H -3.0315 0.7260 2.8841
H -4.5160 -0.0599 2.2784
H -4.4379 3.7577 1.1939
H -5.7021 2.6456 1.7038
H -5.2963 2.7254 0.0084
H -2.4248 -0.2373 1.2064
H -3.2977 3.1726 -0.6248
H -2.7599 3.6813 -2.7368
H -1.1788 3.2914 -3.2799
H -0.1645 1.5160 -2.3368
C 5.3473 -0.5022 -1.2615
N 4.0413 0.0920 -1.5066
C 3.6111 1.2040 -0.9527
N 4.4290 1.8997 -0.1627
S 1.9976 1.7886 -1.1986
H 5.3215 -1.5238 -1.6309
H 5.5542 -0.5385 -0.1892
H 6.1390 0.0462 -1.7749
H 3.4069 -0.4187 -2.1173
H 5.4037 1.6689 -0.0611
H 4.0882 2.7543 0.2409
*
```



9.
Molecular formula: C3H6NO2
Method: DFT, wB97M-V/def2-TZVPD

Values from the calculation:
Electronic energy, eV: -8780.888
Gap between HOMO and LUMO, Eh: 0.2478

```
! wB97M-V def2-TZVPD RIJCOSX def2/J DEFGRID3
* xyz 1 1
C 1.9732 -1.6789 -1.5646
C 0.7013 1.3792 0.9485
C -1.8616 -0.0112 0.1822
N 0.6219 0.3709 0.0891
O 3.0807 -1.4572 -1.5598
O -0.4673 -0.3425 -0.1677
H -0.1317 1.8182 1.5000
H 1.6367 1.8808 1.2008
H -2.4849 -0.5195 -0.5257
H -2.0253 1.0940 0.0898
H -2.0555 -0.3546 1.1813
H 1.0126 -2.1792 -1.3738
*
```



10.
Molecular formula: C4H6N2
Method: DFT, wB97M-V/def2-TZVPD

Values from the calculation:
Electronic energy, eV: -7225.017
SMILES: Cc1cn[nH]c1
Gap between HOMO and LUMO, Eh: 0.3708

```
! wB97M-V def2-TZVPD RIJCOSX def2/J DEFGRID3
* xyz 0 1
C -1.7231 -0.3129 0.0760
C -0.2618 0.0149 0.0343
C 0.8044 -0.8520 -0.0681
N 1.9226 -0.0888 -0.1012
N 1.6701 1.2213 -0.0371
C 0.3491 1.2895 0.0530
H -2.3242 0.6004 0.1366
H -2.0402 -0.8576 -0.8204
H -1.9805 -0.9381 0.9374
H 0.8426 -1.9323 -0.1075
H 2.8713 -0.4033 -0.2283
H -0.1304 2.2589 0.1255
*
```



11.
Molecular formula: C14H26O4PS
Method: DFT, wB97M-V/def2-TZVPD

Values from the calculation:
Electronic energy, eV: -43247.617
Gap between HOMO and LUMO, Eh: 0.3082

```
! wB97M-V def2-TZVPD RIJCOSX def2/J DEFGRID3
* xyz 1 1
C -5.7729 -2.6631 5.4111
C -4.7886 -2.6799 4.2689
C -4.4155 -1.5023 3.6340
C -3.5054 -1.5186 2.5908
C -2.9570 -2.7175 2.1603
C -1.9278 -2.8419 1.0601
S -2.0648 -1.6393 -0.2790
C -3.3459 -3.8935 2.7876
C -4.2487 -3.8897 3.8353
H -6.4035 -3.5500 5.3834
H -5.2390 -2.6431 6.3625
H -6.4035 -1.7783 5.3412
H -4.8174 -0.5592 3.9818
H -3.2198 -0.5785 2.1292
H -2.0137 -3.8216 0.5916
H -0.9234 -2.7324 1.4771
H -3.3440 -1.5114 -0.6718
H -1.5314 -0.4521 0.0562
H -2.9460 -4.8505 2.4672
H -4.5183 -4.8138 4.3287
O 3.7245 2.1102 -3.5553
P 2.8419 1.9490 -2.3896
O 1.3416 1.6561 -2.9222
C 1.0786 0.4630 -3.6563
C 1.1063 -0.7678 -2.7671
O 2.6290 3.4364 -1.8070
C 3.3676 4.5532 -2.3180
C 2.6217 5.2429 -3.4412
O 2.6971 1.2779 -0.9218
C 3.8469 0.5936 -0.3671
C 5.0535 1.5023 -0.2503
H 1.7896 0.3646 -4.4802
H 0.0864 0.5830 -4.0906
H 2.1209 -0.9947 -2.4341
H 0.7301 -1.6399 -3.3041
H 0.4967 -0.6011 -1.8767
H 4.3622 4.2432 -2.6361
H 3.5005 5.2429 -1.4838
H 2.2732 4.5279 -4.1861
H 3.2610 5.9767 -3.9324
H 1.7417 5.7580 -3.0535
H 4.0831 -0.2781 -0.9839
H 3.5483 0.2316 0.6154
H 5.4068 1.8207 -1.2351
H 5.8734 0.9846 0.2468
H 4.8041 2.4005 0.3141
*
```



Record-wise maximum force values, in eV Å⁻¹: 5.08; 2.34; 2.16; 1.40; 6.37; 3.96; 0.54; 0.45; 4.39; 0.30; 5.46